DFT (the ωB97M-V functional and the def2-TZVPD basis) results for 2 unconnected molecules or ions with the total composition C4H9N2O3 at a distorted geometry.

## Properties
HOMO, eV: -10.745
Frontier orbital gap, eV: 5.48
Charge: +1
Relative energy (zero: lowest compared OMol25 entry of this formula, charge and spin), kJ/mol: 440.3

Element x y z (Å)
O  0.07  -1.97  3.25
O  -0.04  -0.82  -0.14
O  2.28  -1.52  2.69
N  0.14  0.45  -0.47
N  0.40  -0.13  -2.67
C  0.17  2.28  -2.08
C  1.22  -1.78  3.09
C  0.19  0.82  -1.76
C  -1.27  -1.42  2.72
H  0.95  2.86  -1.55
H  -1.30  -1.49  1.66
H  -2.05  -1.89  3.19
H  0.38  2.31  -3.13
H  0.35  -1.14  -2.43
H  0.21  0.12  -3.68
H  -1.35  -0.29  2.82
H  0.44  0.93  0.37
H  -0.82  2.67  -1.90

---

DFT (the ωB97M-V functional and the def2-TZVPD basis) results for 2 unconnected molecules or ions with the total composition C4H3FN2S at a distorted geometry.

## Properties
HOMO, eV: -9.022
Frontier orbital gap, eV: 7.40
Relative energy (zero: lowest compared OMol25 entry of this formula, charge and spin), kJ/mol: 509.9

Element x y z (Å)
S  3.09  0.31  0.05
F  0.40  2.36  -0.05
N  -0.24  -1.22  -0.18
N  -2.06  0.25  0.42
C  1.01  -1.28  0.05
C  0.40  1.02  0.08
C  1.54  0.16  0.20
C  -0.72  0.21  -0.04
H  -2.50  -0.73  -0.56
H  1.68  -2.11  0.39
H  -2.58  1.03  -0.36

---

DFT (the ωB97M-V functional and the def2-TZVPD basis) results for 10 unconnected molecules or ions with the total composition C32H51BN9OP at a distorted geometry.

## Properties
SMILES: CCOCCB(c1ccccc1)P(CC)CC.CC#N.CC#N.CC#N.CC#N.CC#N.CC#N.CC#N.CC#N.CC#N
HOMO, eV: -7.239
Frontier orbital gap, eV: 7.18

Element x y z (Å)
P  1.19  0.94  0.96
O  -1.93  -1.67  0.15
N  -0.28  1.17  6.45
N  6.63  6.04  -0.23
N  3.29  -5.46  -3.36
N  2.69  7.08  3.03
N  -0.22  6.83  -5.15
N  -0.66  -3.04  -0.71
N  1.01  -7.86  3.14
N  -3.77  -5.49  1.47
N  -3.59  -3.13  -5.47
C  -4.55  -5.94  0.75
C  -0.55  4.48  -2.91
C  -1.95  5.87  -6.87
C  -4.32  -2.29  0.52
C  -1.82  -0.74  1.25
C  -2.84  -2.50  -4.86
C  -2.82  -2.72  0.51
C  0.68  1.79  6.62
C  -1.89  -1.69  -4.08
C  -1.52  -7.21  2.86
C  -0.10  -7.57  3.02
C  0.61  3.24  -1.16
C  1.18  0.78  2.83
C  6.51  6.67  0.72
C  -1.75  2.80  -1.62
C  1.93  6.65  2.29
C  1.89  2.59  6.86
C  -0.58  2.51  -0.88
C  4.03  -4.83  -2.75
C  0.95  6.09  1.35
C  -1.93  0.69  0.63
C  -0.98  6.41  -5.91
C  0.00  -3.97  -0.88
C  -1.73  3.78  -2.63
C  0.85  -5.16  -1.09
C  6.36  7.48  1.94
C  1.80  -0.60  0.11
C  1.32  -0.68  3.38
C  4.98  -4.02  -1.98
C  0.61  4.22  -2.18
C  -5.54  -6.51  -0.16
C  1.47  -0.49  -1.42
B  -0.55  1.37  0.24
H  -2.08  -0.63  -4.24
H  -1.92  -6.86  3.81
H  -2.75  -3.49  -0.29
H  0.59  -5.93  -0.37
H  -2.58  1.35  1.25
H  2.06  1.34  3.19
H  1.48  0.55  -1.79
H  -6.42  -5.86  -0.20
H  -2.01  -1.92  -3.02
H  1.97  3.38  6.11
H  1.55  4.75  -2.39
H  1.24  -1.48  0.48
H  5.35  7.36  2.34
H  -2.66  3.93  -3.19
H  2.89  -0.66  0.26
H  -2.69  2.26  -1.43
H  -1.62  -6.42  2.12
H  -2.25  4.86  -6.57
H  1.39  -1.46  2.61
H  1.38  6.05  0.35
H  0.46  -0.94  4.03
H  -4.52  -1.44  -0.16
H  -0.83  -0.92  1.71
H  0.67  5.09  1.65
H  0.52  -0.99  -1.66
H  1.89  -4.89  -0.97
H  -1.51  5.82  -7.86
H  -2.64  -0.86  1.99
H  2.28  -1.01  -1.97
H  -2.09  -8.08  2.53
H  -0.87  -1.92  -4.38
H  -2.55  -3.24  1.45
H  2.23  -0.76  4.01
H  6.00  -4.25  -2.27
H  -2.84  6.50  -6.90
H  0.31  1.31  3.28
H  -5.84  -7.50  0.18
H  6.54  8.53  1.71
H  4.86  -4.22  -0.91
H  1.55  3.07  -0.64
H  7.08  7.15  2.69
H  2.77  1.95  6.81
H  -5.12  -6.60  -1.16
H  0.70  -5.54  -2.10
H  -0.57  5.22  -3.72
H  -4.99  -3.13  0.30
H  -4.56  -2.00  1.56
H  1.84  3.04  7.85
H  0.06  6.72  1.32
H  -2.49  0.56  -0.32
H  4.79  -2.96  -2.16

---

DFT (the ωB97M-V functional and the def2-TZVPD basis) results for a gas-phase ion, C5H12NO (charge +2) at a distorted geometry.

## Properties
2S+1: 2
HOMO (alpha / beta), eV: -19.505 / -18.979
Frontier orbital gap (alpha / beta), eV: 11.73 / 5.81
Charge: +2
Relative energy (zero: lowest compared OMol25 entry of this formula, charge and spin), kJ/mol: 138.2

Element x y z (Å)
O  1.04  1.22  0.99
N  -0.01  -2.74  1.06
C  0.12  -0.72  -0.34
C  0.33  2.13  0.21
C  -0.53  0.29  -1.19
C  -0.62  -1.56  0.41
C  0.20  1.65  -1.22
H  1.13  1.66  -1.77
H  -1.70  -1.56  0.42
H  0.81  -3.10  0.56
H  1.19  -0.89  -0.41
H  0.31  -2.57  2.03
H  -1.58  0.47  -0.97
H  -0.70  -3.49  1.15
H  -0.45  2.43  -1.63
H  -0.67  2.27  0.66
H  1.01  1.41  1.95
H  0.80  3.13  0.29
H  -0.67  -0.03  -2.24

---

DFT (the ωB97M-V functional and the def2-TZVPD basis) results for a single C6H11NO2 molecule.

## Properties
SMILES: CC(=O)C[C@H](N)C(C)=O
HOMO, eV: -9.350
Frontier orbital gap, eV: 10.00
Relative energy (zero: lowest compared OMol25 entry of this formula, charge and spin), kJ/mol: 88.3

Element x y z (Å)
O  0.78  -2.26  -1.91
O  0.40  1.04  -1.59
N  -2.05  0.73  0.52
C  0.46  2.38  0.39
C  -0.77  -1.19  -0.45
C  1.70  -1.59  0.18
C  -0.74  0.14  0.32
C  0.60  -1.73  -0.85
C  0.09  1.18  -0.44
H  -2.65  0.10  1.05
H  -2.51  0.91  -0.37
H  -0.33  2.60  1.09
H  -0.30  0.00  1.31
H  -1.36  -1.07  -1.37
H  -1.25  -1.96  0.16
H  1.37  2.15  0.95
H  2.50  -2.27  -0.07
H  0.66  3.23  -0.25
H  1.33  -1.80  1.18
H  2.09  -0.58  0.14